# C22H22ClN4O7S

A 2-piece molecular cluster, C22H22ClN4O7S overall (ωB97M-V/def2-TZVPD, OMol25).

Each line ends with the natural charge from an NBO analysis.
Element x y z (Å)
C  5.340  -1.267  -3.203  -0.393
N  5.389  -0.207  -2.193  -0.499
C  6.670  0.051  -1.529  -0.391
C  4.185  0.440  -1.764  0.163
C  3.379  -0.132  -0.771  -0.173
C  2.226  0.485  -0.373  -0.146
C  1.835  1.715  -0.925  -0.102
C  0.685  2.444  -0.403  0.056
C  0.462  2.743  0.904  -0.298
C  -0.777  3.428  1.255  0.679
O  -1.587  3.736  0.398  -0.589
N  -1.010  3.711  2.605  -0.466
C  -2.218  4.407  2.958  -0.416
C  -0.147  3.328  3.636  0.813
O  -0.422  3.546  4.802  -0.617
N  1.044  2.694  3.282  -0.465
C  1.946  2.316  4.336  -0.414
C  1.443  2.477  1.958  0.678
O  2.573  2.085  1.729  -0.581
C  2.624  2.263  -1.945  -0.184
C  3.774  1.644  -2.351  -0.230
H  4.314  -1.377  -3.549  0.216
H  5.969  -1.009  -4.052  0.174
H  5.672  -2.215  -2.782  0.175
H  6.529  0.812  -0.763  0.211
H  7.047  -0.854  -1.056  0.174
H  7.404  0.412  -2.247  0.174
H  3.690  -1.056  -0.319  0.213
H  1.616  0.055  0.402  0.236
H  -0.052  2.802  -1.107  0.240
H  -2.247  4.549  4.038  0.243
H  -2.241  5.376  2.461  0.207
H  -3.080  3.824  2.640  0.217
H  2.801  1.792  3.908  0.247
H  2.285  3.208  4.860  0.203
H  1.431  1.664  5.040  0.218
H  2.336  3.208  -2.370  0.205
H  4.392  2.080  -3.115  0.211
O  -8.499  -3.381  -2.087  -0.393
N  -7.828  -4.215  -1.474  0.510
O  -8.303  -5.270  -1.045  -0.394
C  -6.410  -3.944  -1.248  0.072
C  -5.629  -4.863  -0.575  -0.221
C  -4.286  -4.611  -0.375  -0.174
C  -3.729  -3.445  -0.854  -0.252
S  -1.970  -3.115  -0.655  2.047
C  -1.903  -2.092  0.806  -0.977
Cl  -0.405  -1.877  1.588  -0.073
O  -1.359  -4.454  -0.336  -0.958
O  -1.574  -2.204  -1.787  -0.956
C  -4.504  -2.527  -1.526  -0.192
C  -5.846  -2.777  -1.726  -0.212
H  -6.096  -5.772  -0.231  0.239
H  -3.656  -5.329  0.130  0.253
H  -2.764  -1.584  1.176  0.203
H  -4.040  -1.632  -1.912  0.253
H  -6.478  -2.087  -2.262  0.239

The calculation puts the energy at -2455.5321 Eh. As for the HOMO energy: -2.78 eV. The value obtained for the gap between HOMO and LUMO is 4.0933 eV. The total charge is -1.